Entry 1:
Below is a structure of composition C16H32As3F30N6O12S4, with properties calculated with ωB97M-V/def2-TZVPD.

```
103
Properties=species:S:1:pos:R:3:lowdin_charge:R:1
As 12.39 21.49 13.26 0.830
As 17.66 17.43 15.17 0.796
As 12.66 15.36 10.00 0.711
S 11.82 16.13 20.86 0.686
S 14.49 11.75 16.96 0.618
S 15.21 9.91 14.94 0.614
S 9.96 13.92 21.01 0.655
F 11.59 11.89 21.57 0.152
F 10.88 11.96 19.52 0.111
F 16.66 17.85 13.75 -0.268
F 11.83 11.99 16.71 0.133
F 11.52 16.70 10.01 -0.278
F 18.49 16.95 16.62 -0.244
F 13.90 16.52 10.52 -0.273
F 12.79 20.76 14.90 -0.273
F 12.86 8.99 14.70 0.090
F 13.00 15.91 23.20 0.169
F 11.42 14.31 9.44 -0.240
F 9.58 11.32 21.14 0.111
F 14.19 8.46 13.05 0.171
F 13.92 14.67 21.67 0.211
F 17.88 15.79 14.43 -0.279
F 13.23 15.69 8.33 -0.286
F 17.48 19.01 15.73 -0.220
F 16.14 16.91 16.02 -0.289
F 12.07 21.92 11.62 -0.242
F 14.16 16.75 21.61 0.110
F 11.41 22.65 14.01 -0.213
F 12.86 13.82 17.20 0.045
F 19.18 17.85 14.51 -0.226
F 13.72 14.10 10.03 -0.209
F 14.48 7.45 14.92 0.158
F 12.17 15.01 11.64 -0.259
F 12.96 12.96 15.12 0.139
F 13.83 22.55 13.24 -0.255
F 13.30 20.15 12.61 -0.239
F 10.90 20.50 13.16 -0.294
O 15.08 14.98 13.41 0.153
O 12.31 16.63 19.54 -0.328
O 15.66 12.46 16.42 -0.318
O 9.43 13.97 22.33 -0.238
O 15.10 10.80 13.77 -0.331
O 12.32 17.58 16.15 0.132
O 7.58 17.63 11.92 0.187
O 8.99 13.87 19.86 -0.309
O 16.45 9.26 15.16 -0.259
O 11.00 17.12 21.60 -0.301
O 7.86 16.38 18.55 0.164
O 14.26 11.78 18.38 -0.264
N 16.58 13.11 13.37 0.083
N 13.90 18.17 14.58 0.094
N 9.89 15.51 18.07 0.066
N 9.64 18.79 11.70 0.098
N 11.27 14.66 20.63 -0.305
N 14.40 10.39 16.17 -0.305
C 14.15 18.98 16.94 0.037
C 8.67 17.24 9.83 0.025
C 8.48 17.81 11.20 -0.344
C 9.54 18.08 18.15 0.038
C 13.29 18.25 15.94 -0.394
C 12.94 12.65 16.41 -0.600
C 13.04 17.40 13.67 -0.029
C 15.97 14.46 12.82 -0.352
C 17.70 12.44 12.63 -0.012
C 10.22 14.98 16.75 0.002
C 10.55 12.22 20.81 -0.654
C 8.97 16.73 18.27 -0.368
C 16.68 14.98 11.59 0.013
C 10.02 19.85 10.71 -0.005
C 14.12 8.58 14.35 -0.700
C 13.30 15.76 21.93 -0.719
H 15.82 12.42 13.52 0.099
H 13.52 17.40 12.73 0.071
H 16.96 13.47 14.32 0.189
H 8.78 18.82 18.18 0.091
H 9.48 14.75 18.70 0.073
H 18.18 11.69 13.20 0.088
H 12.92 16.35 13.95 0.097
H 18.39 13.18 12.17 0.106
H 10.30 19.37 9.76 0.100
H 10.49 18.25 11.85 0.141
H 9.25 20.62 10.53 0.116
H 9.34 19.17 12.59 0.149
H 17.18 11.88 11.87 0.099
H 9.43 15.25 16.02 0.120
H 10.78 15.68 18.49 0.082
H 8.69 16.18 9.92 0.096
H 15.93 15.57 11.02 0.086
H 17.07 14.15 11.01 0.064
H 14.89 17.86 14.54 0.126
H 13.96 19.16 14.28 0.133
H 10.15 18.07 17.23 0.090
H 10.23 18.28 18.98 0.096
H 11.22 15.27 16.44 0.079
H 15.03 18.34 16.93 0.068
H 7.81 17.47 9.21 0.111
H 17.59 15.57 11.82 0.111
H 13.78 19.08 17.95 0.091
H 10.88 20.37 11.12 0.050
H 10.27 13.95 16.79 0.063
H 9.63 17.57 9.44 0.053
H 14.50 19.98 16.62 0.105
H 12.02 17.74 13.68 0.081
```

Results
Net charge   -1
HOMO-LUMO gap   9.295 eV
HOMO   -8.3 eV
Energy relative to the best compared isomer or geometry (same formula, charge and spin)   133.2 kJ/mol

***

Entry 2:
Below is a cluster of 8 separate species, C16H32Br16 in total, with properties calculated with ωB97M-V/def2-TZVPD.

```
64
Properties=species:S:1:pos:R:3:lowdin_charge:R:1
Br -4.12 31.37 2.89 0.596
Br -20.79 23.79 0.87 0.551
Br -14.70 35.42 -1.57 0.531
Br -17.50 27.32 10.36 0.564
Br -15.00 28.09 3.25 0.571
Br -19.39 30.02 -5.52 0.522
Br -10.19 34.49 -2.67 0.583
Br -14.32 26.27 0.39 0.555
Br -14.25 24.17 -6.77 0.601
Br -23.01 29.53 7.24 0.560
Br -20.74 30.15 3.22 0.615
Br -21.09 23.37 -3.81 0.532
Br -6.85 29.06 -0.10 0.567
Br -12.91 28.53 -6.18 0.603
Br -19.47 24.53 10.54 0.640
Br -18.90 29.80 -9.07 0.539
C -20.86 29.66 -6.86 -0.593
C -20.43 23.91 -1.97 -0.625
C -5.80 29.49 1.54 -0.655
C -14.01 28.83 1.72 -0.675
C -12.74 26.59 -6.49 -0.678
C -21.54 30.57 4.94 -0.696
C -11.88 34.44 -1.61 -0.628
C -12.85 35.36 -2.38 -0.684
C -21.44 23.29 -0.96 -0.655
C -17.65 24.49 11.08 -0.671
C -4.97 30.74 1.23 -0.713
C -20.49 30.52 -8.09 -0.676
C -21.80 29.23 5.67 -0.672
C -14.61 28.23 0.42 -0.676
C -14.14 26.13 -6.88 -0.725
C -17.03 25.44 9.98 -0.693
H -11.73 34.86 -0.61 0.059
H -22.50 31.00 4.66 0.042
H -12.95 35.14 -3.44 0.041
H -12.08 26.45 -7.34 0.060
H -12.95 28.58 1.68 0.058
H -17.60 24.94 12.07 0.043
H -12.52 36.39 -2.55 0.047
H -20.56 24.99 -1.90 0.047
H -20.85 31.23 5.46 0.058
H -22.19 28.52 4.94 0.041
H -20.86 28.83 6.04 0.052
H -15.66 28.43 0.26 0.053
H -17.53 25.14 9.06 0.013
H -21.30 30.55 -8.82 0.048
H -4.19 30.57 0.49 0.053
H -20.35 31.59 -7.91 0.051
H -15.95 25.41 9.87 0.049
H -6.50 29.71 2.34 0.049
H -14.88 26.73 -6.36 0.040
H -14.17 29.91 1.70 0.057
H -22.44 23.72 -1.04 0.048
H -14.06 28.73 -0.38 0.057
H -14.16 26.38 -7.94 0.051
H -17.36 23.44 11.06 0.055
H -20.87 28.59 -7.09 0.055
H -21.75 30.08 -6.40 0.053
H -12.41 26.19 -5.53 0.048
H -5.54 31.53 0.75 0.048
H -12.18 33.39 -1.59 0.051
H -21.48 22.20 -1.00 0.047
H -5.12 28.65 1.71 0.056
H -19.41 23.55 -1.82 0.054
```

Results
Net charge   0
HOMO-LUMO gap   9.932 eV
HOMO   -10.0 eV
SMILES string   BrCCBr.BrCCBr.BrCCBr.BrCCBr.BrCCBr.BrCCBr.BrCCBr.BrCCBr
Energy relative to the best compared isomer or geometry (same formula, charge and spin)   290.9 kJ/mol

***

Entry 3:
Below is a cluster of 11 separate species, C16H32Cl12O20S5 in total, with properties calculated with ωB97M-V/def2-TZVPD.

```
85
Properties=species:S:1:pos:R:3:lowdin_charge:R:1
Cl -3.56 4.45 -2.08 0.540
Cl -1.71 -1.21 -0.81 0.490
Cl -0.79 5.05 -2.69 0.460
Cl 2.24 -5.30 -4.24 0.541
Cl -1.27 1.58 -1.40 0.544
Cl -0.59 1.35 -5.54 0.473
Cl 0.93 -6.30 -0.59 0.506
Cl 1.00 -2.96 -2.95 0.556
Cl 3.38 -4.82 -0.81 0.464
Cl -7.09 0.95 -0.23 0.483
Cl -4.79 0.20 1.43 0.489
Cl -3.00 -0.17 -4.45 0.454
S 4.86 3.09 5.49 0.743
S 1.04 -1.53 2.66 0.823
S 2.52 0.61 -1.54 0.762
S -4.26 -6.57 -3.59 0.732
S -0.81 3.51 2.76 0.785
O -0.32 2.21 2.30 -0.253
O 5.96 1.95 4.99 -0.217
O -4.20 -6.82 -5.00 -0.244
O -2.75 -6.10 -3.05 -0.221
O 0.65 -2.35 1.47 -0.280
O 4.07 1.27 -1.97 -0.230
O -0.56 3.99 4.12 -0.230
O 5.45 4.43 5.62 -0.244
O 2.61 -0.44 -0.52 -0.250
O -4.91 -5.06 -3.38 -0.205
O 4.02 3.00 4.06 -0.211
O -2.46 3.58 2.54 -0.219
O -0.67 4.72 1.59 -0.182
O 1.90 -0.34 2.41 -0.271
O -0.32 -1.13 3.58 -0.200
O 1.71 0.24 -2.72 -0.299
O -4.93 -7.56 -2.73 -0.257
O 1.69 -2.46 3.95 -0.216
O 2.14 2.10 -0.99 -0.232
O 4.08 2.53 6.59 -0.252
C 1.45 -3.77 -4.46 -1.038
C -4.04 -4.16 -2.78 -0.205
C 1.75 -4.86 -0.01 -1.028
C -1.20 -0.14 -4.69 -0.963
C 4.06 1.76 3.41 -0.165
C -0.99 0.33 -0.17 -0.934
C 1.07 -2.26 5.20 -0.194
C -0.33 -1.81 4.84 -0.170
C -2.81 3.93 1.22 -0.203
C -2.48 4.89 -3.39 -0.909
C -5.33 1.19 0.04 -0.978
C 5.39 1.10 3.97 -0.145
C -2.66 -4.75 -2.42 -0.116
C 4.38 2.60 -1.57 -0.130
C 2.89 3.14 -1.45 -0.212
C -1.81 5.05 0.99 -0.281
H 0.60 -3.90 -5.13 0.030
H -4.79 0.91 -0.87 0.023
H 1.16 -3.22 5.72 0.139
H -2.41 -4.66 -1.36 0.120
H 1.66 -1.55 5.77 0.129
H -0.70 -1.17 5.64 0.138
H 5.19 0.17 4.50 0.123
H 1.14 -3.98 -0.22 -0.025
H 2.52 3.44 -2.43 0.128
H 6.08 0.96 3.14 0.123
H 0.07 0.22 0.09 0.007
H -4.05 -3.44 -3.60 0.125
H 4.95 3.20 -2.28 0.135
H 1.68 -4.87 1.07 0.025
H -0.71 -0.24 -3.72 -0.038
H 3.25 1.07 3.64 0.101
H -2.68 5.92 -3.68 0.023
H 2.89 3.96 -0.73 0.137
H -2.04 6.06 1.31 0.144
H -5.19 2.22 0.36 0.000
H -1.41 0.67 0.78 0.008
H -1.60 5.15 -0.08 0.058
H -0.96 -2.70 4.77 0.132
H -3.82 4.33 1.21 0.133
H 2.12 -3.15 -5.06 0.030
H -2.54 4.15 -4.19 0.033
H 4.26 1.93 2.35 0.123
H -4.44 -3.80 -1.83 0.127
H -1.88 -4.21 -2.95 0.096
H -2.72 3.00 0.65 0.080
H 4.73 2.59 -0.54 0.116
H -0.94 -0.98 -5.34 0.018
```

Results
Net charge   0
HOMO-LUMO gap   10.569 eV
HOMO   -10.6 eV
SMILES string   O=S1(=O)OCCO1.O=S1(=O)OCCO1.O=S1(=O)OCCO1.O=S1(=O)OCCO1.O=S1(=O)OCCO1.ClCCl.ClCCl.ClCCl.ClCCl.ClCCl.ClCCl

***

Entry 4:
Below is a structure of composition C16H32FMgO13, with properties calculated with ωB97M-V/def2-TZVPD.

```
63
Properties=species:S:1:pos:R:3:lowdin_charge:R:1
Mg -0.58 0.68 -0.12 0.780
F 1.02 0.61 -1.17 -0.481
O 0.03 0.80 3.90 0.017
O 0.39 0.58 1.70 0.096
O -0.76 -1.30 -0.14 0.055
O -1.72 -3.15 -0.98 0.057
O -2.15 -2.67 1.05 0.053
O -2.24 0.94 -4.35 0.048
O -1.07 4.92 0.29 0.044
O 3.00 -2.52 0.99 -0.158
O -1.72 0.52 -2.19 0.068
O -3.76 0.20 -3.03 0.042
O 0.52 4.54 -1.05 0.064
O -0.57 2.76 -0.22 0.057
O 2.11 0.59 3.20 0.041
C 0.80 0.63 2.83 -0.500
C -2.32 -1.78 2.11 -0.044
C -2.49 0.50 -3.13 -0.587
C -0.36 3.95 -0.29 -0.558
C 4.43 -3.67 -0.39 -0.178
C -1.15 -2.98 -2.28 0.015
C 1.49 3.68 -1.67 0.006
C -1.03 1.64 -4.60 -0.003
C 2.31 -2.52 -0.25 -0.173
C -1.48 -2.28 -0.04 -0.538
C 2.48 0.41 4.55 -0.033
C 4.38 -2.77 0.89 -0.194
C -2.20 4.53 1.05 -0.026
C 3.45 -2.94 -1.24 -0.174
C -1.31 1.25 3.71 -0.018
C -4.31 -0.36 -1.84 -0.004
H 4.07 -4.69 -0.21 0.115
H -0.69 2.15 -3.70 0.084
H 1.01 2.82 -2.14 0.071
H 2.17 4.28 -2.27 0.106
H 3.96 -2.06 -1.62 0.116
H 5.45 -3.74 -0.77 0.114
H -3.91 -1.34 -1.56 0.094
H -5.38 -0.51 -1.94 0.106
H 2.16 1.28 5.11 0.103
H -0.21 1.02 -4.96 0.110
H -1.52 -3.70 -3.00 0.108
H -1.37 2.23 3.25 0.090
H -2.56 -2.40 2.98 0.117
H 3.14 -3.62 -2.03 0.107
H -0.10 -3.28 -2.26 0.103
H -1.27 2.41 -5.34 0.105
H 3.56 0.26 4.67 0.105
H -1.38 -1.27 2.30 0.076
H -4.13 0.34 -1.02 0.094
H -3.07 -0.99 2.07 0.098
H -2.89 5.33 1.29 0.106
H -1.65 1.42 4.73 0.110
H -2.74 3.70 0.60 0.094
H -2.12 0.61 3.35 0.079
H 4.91 -1.83 0.75 0.118
H 1.93 -1.52 -0.47 0.090
H 4.83 -3.33 1.71 0.115
H 1.51 -3.27 -0.25 0.106
H -1.30 -1.96 -2.64 0.091
H 2.10 -0.52 4.97 0.106
H 2.13 3.21 -0.92 0.106
H -1.83 4.19 2.02 0.084
```

Results
Net charge   +1
HOMO-LUMO gap   8.425 eV
HOMO   -11.2 eV
Energy relative to the best compared isomer or geometry (same formula, charge and spin)   114.4 kJ/mol

***

no.,molar mass (g mol⁻¹)
1,1423.4
2,1502.9
3,1130.2
4,475.7